Run a
The following is a DFT calculation (wB97M-V/def2-TZVPD) of one molecule with the formula C4H9N3.

```
16
Properties=species:S:1:pos:R:3
C 1.71929 -1.20524 0.27563
C 1.22381 0.19119 -0.03294
N 2.19853 1.03748 -0.50257
N 0.25668 0.79131 0.73928
C -0.86947 0.30241 0.25533
C -2.14251 0.69661 0.16459
N -3.19713 -0.12587 -0.26820
H 2.04606 -1.70099 -0.64062
H 2.56713 -1.14706 0.96326
H 0.93022 -1.81034 0.71559
H 3.10687 0.69242 -0.76362
H 1.96861 2.01380 -0.58791
H -0.30237 -0.49114 -0.62814
H -2.38655 1.73772 0.32325
H -4.09327 0.13149 0.11972
H -3.02590 -1.11380 -0.13266
```

Output
* charge: 0
* structure (SMILES): C/C(N)=N\C=C\N

Atom charges from the Mulliken analysis, given in e for atoms 1 to 2: atom 1 (C): -1.2433, atom 2 (C): 0.5787

Run b
The following is a DFT calculation (wB97M-V/def2-TZVPD) of a 2-piece molecular cluster, C4H9N3 overall.

```
16
Properties=species:S:1:pos:R:3
C -2.45592 -0.15641 0.16509
C 0.62345 -0.74653 -0.71299
C 1.95781 0.06718 -0.25096
C 0.89855 1.03717 0.42950
H -1.59474 0.79258 -1.21819
H -3.07990 -0.83572 0.89794
H -0.59389 -1.20796 1.22715
H 0.21010 -1.35893 -1.59805
H 0.60292 -1.40022 0.11101
H 2.48962 -0.81374 0.55878
H 3.09373 0.51262 -1.03617
H 0.96939 2.06352 0.01388
H 0.98512 1.21983 1.63977
N -2.67087 0.70063 -0.76954
N -1.13512 -0.28310 0.74418
N -0.30026 0.40908 -0.20142
```

Output
* charge: 0

Atom charges from the Mulliken analysis, given in e for atoms 1 to 2: atom 1 (C): 0.0171, atom 2 (C): -0.5064

Which is most stable, and by how much? run a, by 91.2 kcal/mol.

Run a
The following is a DFT calculation (wB97M-V/def2-TZVPD) of C4H9N3 as an isolated structure.

```
16
Properties=species:S:1:pos:R:3
C 0.66046 1.33158 0.45375
C 1.35092 -0.61576 -1.14001
C 0.24608 -0.14477 0.33451
N 0.58325 -1.03414 1.25465
H -0.22885 -1.47672 1.68610
H 1.71116 1.38422 0.73446
H 0.49064 1.87265 -0.47458
H 1.39756 0.05449 -1.98956
H 1.20122 -1.64971 -1.42180
H 2.22107 -0.52013 -0.49329
H 0.06677 1.78857 1.24808
N -2.28685 0.02940 0.35446
C -1.12668 -0.22632 -0.32223
N -0.87188 -0.50553 -1.50796
H -2.26361 -0.02897 1.35972
H -3.15127 -0.25885 -0.07630
```

Output
* charge: 0

Atom charges from the Mulliken analysis, given in e for atoms 1 to 2: atom 1 (C): -1.2764, atom 2 (C): -1.1575

Run b
The following is a DFT calculation (wB97M-V/def2-TZVPD) of one molecule with the formula C4H9N3.

```
16
Properties=species:S:1:pos:R:3
C 0.49119 2.75763 0.57349
N 0.09368 1.64923 1.07347
N 0.70328 0.52073 0.37170
C 0.24257 -0.70261 1.11980
C -0.49859 -1.12890 -0.17369
N 0.04567 -2.41290 -0.89498
C -0.24569 0.25084 -0.73500
H -0.21574 3.58969 0.62226
H 1.46735 2.87528 -0.03772
H 1.09516 -1.32473 1.43375
H -0.43965 -0.47761 1.95667
H -1.65389 -1.29619 -0.05284
H 0.58872 -2.35595 -1.76159
H -0.73040 -3.03864 -0.95504
H -1.13223 0.91809 -0.76372
H 0.18856 0.17602 -1.77654
```

Output
* charge: 0
* structure (SMILES): C=NN1CC(N)C1

Atom charges from the Mulliken analysis, given in e for atoms 1 to 2: atom 1 (C): -0.3217, atom 2 (N): -0.5463

Run c
The following is a DFT calculation (wB97M-V/def2-TZVPD) of one molecule with the formula C4H9N3.

```
16
Properties=species:S:1:pos:R:3
H -0.41295 1.12216 1.15900
N 0.31147 1.47358 0.47986
C 0.79549 0.60858 -0.25417
C 1.95570 1.02538 -1.21184
C 0.27105 -0.97958 -0.22369
C -0.70919 -1.38365 0.81039
N -1.45948 -0.39261 1.18390
N -2.31378 -0.25658 2.24019
H 1.79472 0.66282 -2.33359
H 2.97486 0.74091 -0.93806
H 1.91707 2.13913 -1.13787
H -0.10372 -1.13994 -1.23049
H 1.08835 -1.78399 -0.18422
H -0.45036 -2.30244 1.44171
H -2.89064 0.55421 2.21755
H -2.34168 -1.10261 2.77537
```

Output
* charge: 0
* structure (SMILES): [H]/N=C(/C)C/C=N/N

Atom charges from the Mulliken analysis, given in e for atoms 1 to 2: atom 1 (H): 0.4073, atom 2 (N): -0.6846

Run d
The following is a DFT calculation (wB97M-V/def2-TZVPD) of one molecule with the formula C4H9N3.

```
16
Properties=species:S:1:pos:R:3
C 1.36027 1.23293 -0.47744
C 1.56708 -0.15908 0.01519
C 0.65535 -0.82623 0.75838
N -0.31710 -0.06065 1.71894
N -1.47650 0.07755 1.04002
C -1.24919 -0.57175 -0.11230
N -1.71955 -0.07233 -1.31187
H 0.72681 1.25409 -1.36921
H 0.84190 1.82824 0.28448
H 2.30876 1.70502 -0.73149
H 2.45266 -0.69092 -0.30658
H 0.87337 -1.84768 1.05771
H -0.45289 -0.34697 2.69443
H -1.20015 -1.66299 -0.09648
H -2.22877 -0.70184 -1.91289
H -2.14204 0.84258 -1.25090
```

Output
* charge: 0
* structure (SMILES): C/C=C\N/N=C/N

Atom charges from the Mulliken analysis, given in e for atoms 1 to 2: atom 1 (C): -1.1634, atom 2 (C): -0.0861

Which is most stable, and by how much? run c, by 15.9 kcal/mol.

Run a
The following is a DFT calculation (wB97M-V/def2-TZVPD) of C4H9N3 as an isolated structure.

```
16
Properties=species:S:1:pos:R:3
C 1.54713 -1.02345 0.55749
C 0.22359 0.86730 1.37045
N 0.26759 -0.33342 0.54703
C -0.52442 -0.41360 -0.55317
C -1.90305 0.09691 -0.61385
N -1.90247 0.74655 -1.74270
N -0.56106 0.79270 -1.98129
H -0.36929 0.62264 -2.97263
H -0.33596 -1.29448 -1.16094
H -2.70953 0.03057 0.09871
H 1.05332 1.53904 1.12211
H 1.47914 -1.93955 -0.02717
H 1.81037 -1.28730 1.58364
H 2.34592 -0.39562 0.14478
H 0.29023 0.59514 2.42634
H -0.71152 1.39658 1.20120
```

Output
* charge: 0

Atom charges from the Mulliken analysis, given in e for atoms 1 to 2: atom 1 (C): -0.9302, atom 2 (C): -0.9859

Run b
The following is a DFT calculation (wB97M-V/def2-TZVPD) of one molecule with the formula C4H9N3.

```
16
Properties=species:S:1:pos:R:3
H -0.15929 1.18440 -1.64044
N -0.74747 0.35822 -1.59104
C -0.02316 -0.70990 -1.07654
N 0.27714 -1.82013 -1.84068
C 0.18245 -0.45438 0.24945
N 1.08209 -0.96238 1.20227
C -0.68753 0.68290 0.43860
C -0.25951 1.91602 1.17600
H -0.03459 -1.75424 -2.79834
H 0.09641 -2.72097 -1.41999
H 1.85826 -1.47008 0.80196
H 0.66645 -1.48413 1.96347
H -1.75966 0.52232 0.40562
H 0.82285 2.04691 1.15171
H -0.57120 1.86572 2.22619
H -0.74325 2.79973 0.75174
```

Output
* charge: 0
* structure (SMILES): [H]/N=C(N)\C(N)=C\C

Atom charges from the Mulliken analysis, given in e for atoms 1 to 2: atom 1 (H): 0.2743, atom 2 (N): -0.7519

Which is most stable, and by how much? run b, by 12.0 kcal/mol.